4 unconnected molecules or ions with the total composition C31H38F5N3O6S in a non-equilibrium geometry. Source: the OMol25 dataset; level of theory: wB97M-V/def2-TZVPD.

The orbital gap is 10.06 eV. As for the net charge: 0. As for the spin multiplicity: 1. The calculation puts the relative energy (zero: lowest compared OMol25 entry of this formula, charge and spin) at 0.0 kJ/mol. For the LUMO energy, the calculation gives 0.0244 Eh.

The geometry in XYZ format:
```
84
Properties=species:S:1:pos:R:3:mulliken_charge:R:1
C -2.59649 0.61782 3.54548 -0.038
C -3.48556 0.88093 2.78059 -0.822
C -4.40239 1.19410 1.64478 -0.147
C -4.46173 2.69087 1.32195 -0.724
C -3.07230 3.36116 1.20596 0.431
C -2.88111 4.21357 -0.07040 -0.939
O -2.00335 3.61736 -1.01061 -0.293
C -0.64914 3.71570 -0.67074 -1.361
C -0.01500 2.38916 -0.17297 -0.250
O 1.31032 2.36168 -0.63742 -0.364
C 2.28557 2.35269 0.41536 -0.747
C 2.68138 0.90748 0.74714 0.218
C 4.02919 0.80243 1.47439 -0.880
O 4.19544 -0.55653 1.94356 -0.325
C 3.72971 -0.72659 3.21290 0.532
O 2.60590 -0.50070 3.55386 -0.554
C 4.76390 -1.28765 4.18783 -0.363
C 5.17851 -2.70992 3.72812 -0.683
S -0.80579 0.86284 -0.81258 1.014
O -0.16717 -0.24633 -0.12399 -0.670
O -2.24465 0.81289 -0.68193 -0.400
C -0.27128 0.66108 -2.60233 0.625
F 0.96286 0.17544 -2.56913 -0.264
F -0.25188 1.80468 -3.25406 -0.239
C -1.15390 -0.40059 -3.30261 0.593
F -0.53085 -0.88564 -4.35570 -0.245
F -2.27660 0.17227 -3.68757 -0.193
F -1.45738 -1.40562 -2.53100 -0.243
H -1.72962 0.44354 4.13501 0.522
H -5.39524 0.87268 1.98161 0.517
H -4.16807 0.56709 0.78904 0.035
H -5.02788 3.19099 2.11198 0.252
H -5.03379 2.79920 0.39777 0.237
H -2.31567 2.58169 1.28271 -0.319
H -2.96062 4.02068 2.07146 0.475
H -2.56248 5.22481 0.21487 0.304
H -3.82867 4.34025 -0.59778 0.453
H -0.03481 4.11483 -1.48054 0.480
H -0.54778 4.43345 0.15666 0.418
H -0.08331 2.31665 0.91387 0.902
H 1.94075 2.88505 1.30809 0.335
H 3.13462 2.92714 0.03135 0.372
H 1.90887 0.47053 1.37640 0.293
H 2.77111 0.35841 -0.19026 0.122
H 4.83993 0.96529 0.76524 0.394
H 4.11716 1.46374 2.34006 0.395
H 5.59886 -0.58068 4.20218 0.278
H 4.32344 -1.34053 5.18064 0.314
H 4.26983 -3.26782 3.49605 0.350
H 5.76730 -3.18834 4.51177 0.106
H 5.74557 -2.62013 2.79963 0.274
C -1.73186 0.28706 -8.79983 -0.494
C -1.94308 -0.67523 -9.77355 -0.280
C -1.82243 -2.00919 -9.41578 -0.266
N -1.51102 -2.42205 -8.18733 -0.524
C -1.30954 -1.48072 -7.26365 -0.450
C -1.40877 -0.12092 -7.51617 -0.254
H -1.81766 1.33986 -9.03803 0.382
H -2.19612 -0.39909 -10.78807 0.358
H -1.98185 -2.79611 -10.14487 0.364
H -1.05795 -1.84563 -6.28031 0.770
H -1.23677 0.59824 -6.72688 0.365
C 8.73709 -5.30619 7.86366 -0.083
C 7.70962 -6.15621 7.48860 -0.518
C 6.85277 -5.74591 6.47958 -0.255
N 6.95784 -4.57587 5.84912 -0.428
C 7.95197 -3.77154 6.22551 0.021
C 8.86459 -4.08656 7.21953 -0.652
H 9.42851 -5.59004 8.64683 0.374
H 7.57473 -7.11649 7.96677 0.349
H 6.03658 -6.37989 6.15139 0.383
H 8.01133 -2.82570 5.69613 0.348
H 9.65290 -3.39445 7.48159 0.337
C -8.14334 0.36922 -2.91774 -0.183
C -6.85172 0.04051 -3.29518 -0.748
C -5.81666 0.33256 -2.42030 -0.138
N -5.99262 0.91589 -1.23483 -0.043
C -7.24259 1.22534 -0.88982 -0.048
C -8.34724 0.97447 -1.68823 -0.785
H -8.97937 0.15672 -3.57206 0.382
H -6.64942 -0.43224 -4.24638 0.394
H -4.78935 0.09131 -2.67150 0.438
H -7.35464 1.69971 0.08026 0.341
H -9.33961 1.24603 -1.35522 0.365
```